Computed, not measured: a molecular structure, C25H17HfN3O2S, with ωB97M-V with the def2-TZVPD basis set.

Summary:
* energy above the lowest of the compared OMol25 structures with the same formula, charge and spin: 0.00 kcal per mole
* spin multiplicity: 1
* total charge: +2
* HOMO-LUMO gap: 7.2 eV

Last column: Mulliken charge in e.
Geometry (Å):
1 Hf -0.293 0.299 -0.377  0.76
2 S -2.378 1.349 0.077  -0.25
3 O -5.510 -4.444 -1.157  -0.49
4 O -5.878 -3.573 -3.160  -0.45
5 N 1.534 -0.662 -1.332  -0.41
6 N 1.062 1.701 -0.074  -0.13
7 N 0.272 -0.136 1.692  0.13
8 C 3.221 2.564 -0.949  -0.69
9 C 0.649 1.320 3.601  0.35
10 C 1.378 3.579 3.177  -0.88
11 C 1.066 2.094 1.306  -0.07
12 C -4.720 -1.935 -0.132  -0.56
13 C 2.960 -2.184 -2.511  -0.83
14 C -3.235 -0.384 -1.900  -0.41
15 C -0.087 -0.960 3.904  -0.93
16 C 1.768 -1.858 -1.870  0.09
17 C 4.427 2.323 -1.640  -0.96
18 C 1.384 3.336 1.787  -0.45
19 C -3.944 -1.488 -2.368  -0.55
20 C 1.028 2.601 4.067  -0.91
21 C 3.929 -1.220 -2.632  -0.43
22 C 2.292 1.572 -0.791  0.54
23 C -4.680 -2.265 -1.488  0.44
24 C -0.098 -1.109 2.519  0.09
25 C 3.730 0.065 -2.087  0.46
26 C -4.039 -0.833 0.344  -0.54
27 C 4.688 1.102 -2.188  -0.93
28 C 2.524 0.308 -1.400  1.09
29 C -5.401 -3.522 -1.907  0.54
30 C -3.283 -0.063 -0.543  -0.16
31 C 0.675 1.076 2.217  1.23
32 C 0.267 0.253 4.442  -0.49
33 H 3.043 3.545 -0.531  0.30
34 H 5.617 0.912 -2.707  0.44
35 H 0.974 -2.592 -1.801  0.47
36 H -0.379 -1.791 4.529  0.43
37 H 1.033 2.796 5.131  0.46
38 H -2.682 0.239 -2.595  0.64
39 H -0.422 -2.042 2.072  0.52
40 H 3.093 -3.176 -2.917  0.42
41 H -5.290 -2.565 0.538  0.47
42 H 5.146 3.125 -1.728  0.43
43 H 1.627 4.140 1.107  0.58
44 H 1.653 4.561 3.537  0.42
45 H 4.856 -1.436 -3.149  0.49
46 H -4.087 -0.568 1.392  0.51
47 H 0.255 0.400 5.515  0.49
48 H -3.890 -1.741 -3.420  0.39
49 H -5.853 -2.713 -3.598  0.33

***

Computed, not measured: a molecular structure, C25H17N3O3S3Sn at a distorted geometry, with ωB97M-V with the def2-TZVPD basis set.

Summary:
* spin multiplicity: 1
* total charge: +2
* HOMO-LUMO gap (alpha / beta): 4.4 / 4.1 eV

Last column: Mulliken charge in e.
Geometry (Å):
1 Sn 1.669 -0.835 0.062  1.05
2 S -3.657 -0.604 1.512  -0.01
3 S -1.065 -1.069 -3.124  -0.06
4 S -1.790 2.237 0.743  0.31
5 O 2.774 3.096 -0.825  -0.55
6 O -0.274 -0.195 -0.507  -0.28
7 O 1.131 3.022 1.548  -0.55
8 N 2.111 1.205 0.404  0.05
9 N 3.705 -0.300 -1.270  -0.13
10 N 1.167 -0.409 2.302  0.01
11 C 0.856 -1.296 3.255  -0.24
12 C 4.628 1.637 -2.298  -0.60
13 C 0.350 1.354 3.657  -0.28
14 C -2.745 1.777 -1.657  -0.56
15 C -2.123 1.127 -0.580  -0.82
16 C 5.554 -0.532 -2.742  -0.71
17 C 0.301 -0.904 4.456  -0.65
18 C 4.601 -1.070 -1.901  -0.17
19 C 2.798 1.917 -0.606  0.00
20 C -3.562 -1.941 2.573  -0.64
21 C -2.474 -2.712 2.315  -0.81
22 C -2.960 3.108 -1.403  -0.60
23 C -3.287 -2.382 -3.227  -0.65
24 C -3.239 -1.853 -1.942  -0.34
25 C -1.704 -2.217 1.225  -0.49
26 C 5.555 0.838 -2.957  -0.24
27 C 0.024 0.443 4.652  -0.45
28 C 1.388 1.853 1.415  -0.47
29 C -2.098 -1.082 -1.728  -0.81
30 C -2.478 3.495 -0.113  -0.40
31 C 3.729 1.033 -1.440  0.73
32 C -1.646 -0.305 -0.498  2.64
33 C 0.941 0.887 2.499  0.74
34 C -2.213 -1.064 0.701  -0.06
35 C -2.169 -2.033 -3.982  -0.48
36 H 1.088 -2.333 3.051  0.47
37 H -4.012 -2.006 -1.199  0.53
38 H -3.441 3.793 -2.091  0.49
39 H 4.597 2.711 -2.413  0.51
40 H -0.824 -2.708 0.830  0.66
41 H -4.094 -2.991 -3.611  0.45
42 H -0.436 0.780 5.572  0.50
43 H 6.279 1.288 -3.624  0.47
44 H 6.272 -1.179 -3.226  0.42
45 H 0.101 -1.639 5.224  0.47
46 H -2.516 4.488 0.319  0.51
47 H -2.236 -3.612 2.868  0.49
48 H -4.316 -2.087 3.332  0.51
49 H -3.012 1.286 -2.584  0.59
50 H -1.972 -2.298 -5.013  0.49
51 H 0.170 2.416 3.760  0.54
52 H 4.554 -2.137 -1.715  0.46

***

Computed, not measured: a molecular structure, C25H18LiN3O3 at a distorted geometry, with ωB97M-V with the def2-TZVPD basis set.

Summary:
* spin multiplicity: 1
* total charge: -2
* HOMO-LUMO gap: 6.0 eV

Last column: Mulliken charge in e.
Geometry (Å):
1 O 0.845 0.966 2.198  -0.84
2 O 0.119 0.524 -3.900  -0.96
3 O 0.744 0.383 -1.504  -0.46
4 N 1.916 -0.765 0.447  0.51
5 N -1.573 -0.183 0.635  0.15
6 N 2.138 -1.306 -0.792  -0.88
7 C -1.138 2.429 -0.064  -0.02
8 C -4.047 -1.372 0.838  -0.24
9 C 0.831 -0.509 -4.130  0.35
10 C 1.236 0.531 4.453  -0.56
11 C -1.681 -1.458 0.915  -0.21
12 C -2.463 1.986 0.182  0.89
13 C 2.957 -1.003 5.111  -0.54
14 C -3.391 4.192 -0.138  -0.49
15 C 1.924 -0.123 5.437  -0.35
16 C -1.039 3.804 -0.343  -0.58
17 C 0.962 -1.034 -5.447  -0.55
18 C 3.231 -1.251 3.781  -0.69
19 C -3.934 -0.036 0.525  -1.10
20 C 2.389 -2.817 -4.700  -0.66
21 C -3.559 2.862 0.178  -0.85
22 C -2.896 -2.118 1.050  -0.89
23 C 1.544 -1.210 -3.097  0.15
24 C 2.491 -0.673 2.751  0.94
25 C -2.117 4.665 -0.423  -0.47
26 C -2.661 0.568 0.453  0.49
27 C 2.704 -1.093 1.397  -0.87
28 C 1.718 -2.145 -5.719  -0.28
29 C 2.291 -2.339 -3.408  -0.30
30 C 1.472 -0.709 -1.730  0.27
31 C 1.479 0.314 3.058  0.16
32 Li 0.273 0.877 0.415  1.05
33 H -4.831 0.535 0.333  0.24
34 H -0.050 4.216 -0.527  0.29
35 H -5.027 -1.836 0.915  0.37
36 H 4.032 -1.943 3.528  0.27
37 H 0.342 0.632 -2.411  0.47
38 H 0.453 1.239 4.695  0.37
39 H 3.525 -1.495 5.893  0.33
40 H -0.746 -1.985 1.049  0.40
41 H -2.946 -3.169 1.303  0.36
42 H 3.572 -1.755 1.203  0.13
43 H 2.985 -3.694 -4.923  0.33
44 H -4.245 4.865 -0.154  0.35
45 H 0.442 -0.515 -6.244  0.37
46 H -4.559 2.530 0.446  0.18
47 H 1.670 0.045 6.482  0.32
48 H 1.798 -2.506 -6.742  0.32
49 H -1.983 5.714 -0.685  0.32
50 H 2.802 -2.833 -2.593  0.41

***

Computed, not measured: a molecular structure, C25H19BiBr2N5O2S, with ωB97M-V with the def2-TZVPD basis set.

Summary:
* spin multiplicity: 1
* total charge: +1
* HOMO-LUMO gap: 7.1 eV

Last column: Mulliken charge in e.
Geometry (Å):
1 Bi -0.758 0.237 2.265  1.25
2 Br -3.839 0.589 2.619  -0.17
3 Br -2.831 -0.732 -0.845  -0.02
4 S 1.339 -1.928 0.167  1.24
5 O 2.057 -2.605 1.209  -0.73
6 O 0.107 -2.495 -0.301  -0.62
7 N 0.897 -0.406 0.809  -0.07
8 N 3.169 0.284 0.912  -0.33
9 N 4.537 -1.705 -4.772  -0.48
10 N -1.976 -1.796 1.557  0.01
11 N 1.504 1.135 2.353  -0.35
12 C 1.912 0.328 1.345  0.57
13 C -5.121 2.418 0.968  -0.62
14 C -3.120 -3.345 0.149  -0.58
15 C 2.398 1.918 2.958  -0.29
16 C 3.727 -1.764 -1.204  -0.29
17 C 4.047 1.068 1.520  -0.19
18 C -0.488 3.665 -0.598  -1.24
19 C 4.450 -1.755 -2.373  -0.84
20 C -2.866 3.503 -0.244  0.95
21 C 2.405 -1.676 -3.657  -0.84
22 C -0.305 2.576 0.276  0.06
23 C 3.717 1.921 2.567  -0.81
24 C -4.162 3.970 -0.570  -0.88
25 C -2.612 -2.087 0.424  0.26
26 C -2.679 2.438 0.692  0.23
27 C 2.336 -1.723 -1.258  -0.18
28 C -3.876 1.961 1.282  0.72
29 C -1.349 1.958 0.919  -0.24
30 C -1.787 -2.780 2.448  -0.18
31 C -2.234 -4.066 2.248  -0.80
32 C 1.680 -1.695 -2.487  -0.45
33 C -5.271 3.435 0.011  -0.68
34 C -2.919 -4.350 1.076  -0.30
35 C -1.746 4.107 -0.861  -0.76
36 C 3.806 -1.717 -3.622  1.10
37 H 4.089 -1.822 -5.661  0.20
38 H 5.533 -1.792 -2.341  0.28
39 H -2.048 -4.827 2.992  0.44
40 H 0.376 4.124 -1.061  0.44
41 H 5.529 -1.848 -4.735  0.20
42 H 1.892 -1.648 -4.611  0.30
43 H -1.254 -2.508 3.354  0.44
44 H -1.917 4.929 -1.545  0.39
45 H 2.029 2.540 3.765  0.45
46 H -3.631 -3.521 -0.785  0.46
47 H -5.992 2.007 1.460  0.43
48 H 0.705 2.224 0.408  0.50
49 H 5.065 1.014 1.148  0.45
50 H 0.598 -1.692 -2.507  0.50
51 H -6.261 3.787 -0.247  0.40
52 H 4.228 -1.818 -0.251  0.50
53 H 4.449 2.551 3.051  0.41
54 H -4.246 4.764 -1.301  0.38
55 H -3.291 -5.348 0.884  0.40